1.
Density functional theory data (the ωB97M-V functional and the def2-TZVPD basis) for a structure of composition C6H13O5Pr in a non-equilibrium geometry.

Summary:
Spin multiplicity: 4
Molar mass in g/mol: 306.07
Lowest unoccupied orbital energy (spin up / spin down) in eV: -4.2 / -4.2
HOMO energy (spin up / spin down) in eV: -9.656 / -13.138
Frontier orbital gap (spin up / spin down) in eV: 5.43 / 8.93
Relative energy (zero: lowest compared OMol25 entry of this formula, charge and spin) in eV: 0.000
Expectation value of S²: 3.757
Charge: +1

Last column: Löwdin charge in e.
Element x y z (Å)
H (-0.141, 2.058, -4.683)  0.1394
H (-1.747, 1.776, -2.083)  0.1449
O (1.296, -0.842, 4.022)  -0.1322
C (0.094, -0.175, 4.357)  -0.0910
O (0.123, 0.916, -2.239)  -0.2553
H (-0.407, 2.921, -2.424)  0.1525
H (-0.628, -2.615, 3.509)  0.0928
Pr (-0.414, -1.084, -3.459)  1.6636
H (2.179, -2.427, 3.145)  0.1182
H (-0.502, 0.037, 3.454)  0.0859
O (0.249, -1.701, -1.710)  -0.3891
C (-1.042, 1.707, -4.140)  -0.2529
H (0.802, -1.194, 0.306)  0.1494
H (-0.511, -0.767, 5.061)  0.0941
C (1.192, -1.975, 3.272)  -0.2479
H (-0.856, 0.513, -0.469)  0.1434
C (0.825, -0.829, -0.799)  -0.2600
C (-0.807, 1.920, -2.644)  -0.1454
H (1.914, -0.713, -0.975)  0.1358
H (-1.868, 2.380, -4.439)  0.1440
H (0.373, 0.771, 4.832)  0.0961
H (0.744, 1.302, -0.286)  0.1528
O (0.276, -2.907, 3.676)  0.0047
C (0.177, 0.552, -0.859)  -0.1506
O (-1.322, 0.376, -4.428)  -0.3931

=====

2.
Density functional theory data (the ωB97M-V functional and the def2-TZVPD basis) for an isolated molecule of C6H13OP in a non-equilibrium geometry.

Summary:
Spin multiplicity: 3
Molar mass in g/mol: 132.14
Lowest unoccupied orbital energy (spin up / spin down) in eV: 0.9 / -2.3
HOMO energy (spin up / spin down) in eV: -5.164 / -9.702
Frontier orbital gap (spin up / spin down) in eV: 6.10 / 7.38
Relative energy (zero: lowest compared OMol25 entry of this formula, charge and spin) in eV: 0.796
Expectation value of S²: 2.008
Charge: 0

Last column: Löwdin charge in e.
Element x y z (Å)
H (2.714, -1.000, -1.317)  0.1175
C (-1.386, 0.998, -1.077)  -0.1598
H (-2.392, 0.506, -1.461)  0.0988
C (2.712, -0.980, -0.159)  -0.0826
H (-1.982, -0.222, 2.074)  0.0844
H (-1.435, -1.877, -0.512)  0.1034
H (-3.018, 0.322, 0.715)  0.1053
H (3.003, 1.073, 0.741)  0.0976
C (-2.012, 0.465, 1.220)  -0.1591
O (1.482, 1.247, -0.676)  -0.3233
H (-1.840, 2.070, -0.946)  0.1049
H (0.187, -1.163, -0.813)  0.0752
H (-2.173, 1.385, 1.609)  0.0258
P (0.622, 1.284, 0.806)  0.9863
C (-0.900, 0.318, 0.233)  -0.7670
H (2.138, -1.680, 0.388)  0.0346
C (2.198, 0.413, 0.287)  -0.4729
H (-0.268, -1.840, 0.868)  0.1053
H (3.779, -1.111, 0.057)  0.0647
H (-0.771, 0.978, -2.015)  0.0747
C (-0.659, -1.187, -0.022)  -0.1138

=====

3.
Density functional theory data (the ωB97M-V functional and the def2-TZVPD basis) for a cluster of 2 separate species, C6H13OS in total.

Summary:
Spin multiplicity: 2
Molar mass in g/mol: 133.24
Lowest unoccupied orbital energy (spin up / spin down) in eV: 0.8 / -2.4
HOMO energy (spin up / spin down) in eV: -8.480 / -8.476
Frontier orbital gap (spin up / spin down) in eV: 9.31 / 6.07
Expectation value of S²: 0.753
Charge: 0

Last column: Löwdin charge in e.
Element x y z (Å)
H (-3.139, 0.735, 2.628)  0.0837
H (-2.820, 1.781, 1.269)  0.0832
H (0.852, 0.062, -3.469)  0.0743
C (1.886, -0.784, -1.073)  -0.6061
O (-1.087, -0.188, 1.283)  -0.0285
S (1.853, -1.134, 0.694)  0.7600
H (0.972, 0.900, 2.547)  0.0177
H (-2.422, 2.360, 2.887)  0.0766
H (2.765, -1.270, -1.500)  0.0623
C (0.019, 1.389, 2.698)  0.0299
C (0.622, -1.276, -1.796)  -0.3390
H (0.526, -2.343, -1.579)  0.1022
H (1.521, -1.555, -3.746)  0.0740
C (0.695, -1.003, -3.294)  -0.1121
C (-1.073, 0.892, 2.104)  -0.4887
H (-0.227, -1.289, -3.797)  0.0715
H (-0.170, -0.507, 1.127)  -0.0480
C (-2.439, 1.481, 2.248)  -0.0437
H (-0.248, -0.785, -1.355)  0.0946
H (-0.074, 2.239, 3.354)  0.0507
H (1.986, 0.295, -1.228)  0.0852

=====

4.
Density functional theory data (the ωB97M-V functional and the def2-TZVPD basis) for an isolated molecule of C6H14 in a non-equilibrium geometry.

Summary:
Molar mass in g/mol: 86.18
Lowest unoccupied orbital energy in eV: 1.2
HOMO energy in eV: -9.111
Frontier orbital gap in eV: 10.31
SMILES: CCCCCC
Relative energy (zero: lowest compared OMol25 entry of this formula, charge and spin) in eV: 2.546
Charge: 0

Last column: Löwdin charge in e.
Element x y z (Å)
H (-2.622, 0.270, 1.662)  0.0555
H (-0.351, 0.929, -1.003)  0.1151
H (-2.133, 0.471, 0.288)  0.1515
H (0.445, -1.075, 1.186)  0.1238
C (-1.598, -0.527, 0.874)  -0.3346
H (-1.974, -1.349, 0.273)  0.1081
C (-2.201, -0.581, 2.278)  -0.1096
H (-2.942, -1.348, 2.532)  0.0635
C (1.731, 0.369, -0.805)  -0.2865
H (3.197, 0.814, -2.347)  0.0670
H (-0.037, -0.779, -1.272)  0.1206
C (0.248, 0.077, -0.643)  -0.2544
C (2.128, 0.602, -2.257)  -0.1236
H (0.088, 0.628, 1.448)  0.1245
C (-0.133, -0.230, 0.793)  -0.2524
H (-1.624, -0.215, 3.136)  0.0677
H (1.577, 1.449, -2.683)  0.0722
H (2.305, -0.472, -0.393)  0.1091
H (1.904, -0.280, -2.869)  0.0721
H (1.991, 1.247, -0.198)  0.1104

=====

5.
Density functional theory data (the ωB97M-V functional and the def2-TZVPD basis) for an isolated molecule of C6H14 in a non-equilibrium geometry.

Summary:
Molar mass in g/mol: 86.18
Lowest unoccupied orbital energy in eV: 1.1
HOMO energy in eV: -9.962
Frontier orbital gap in eV: 11.09
SMILES: CCCC(C)C
Relative energy (zero: lowest compared OMol25 entry of this formula, charge and spin) in eV: 2.260
Charge: 0

Last column: Löwdin charge in e.
Element x y z (Å)
H (1.424, 1.465, 1.772)  0.0246
C (0.456, -1.160, -1.154)  -0.2799
H (1.274, -1.496, -1.757)  0.0733
H (-0.120, -0.198, 1.197)  0.0981
H (-2.187, 1.490, 0.609)  0.0896
H (0.528, 2.718, 0.780)  0.0932
C (-1.513, 0.886, -0.133)  -0.1139
C (-0.132, 0.567, 0.412)  -0.4641
H (-0.610, -1.977, 0.677)  0.0796
C (0.845, 0.267, -0.776)  -0.2006
H (1.893, 0.140, -0.424)  0.1195
H (1.318, -2.457, 0.355)  0.0935
H (0.732, 1.013, -1.504)  0.0912
H (-0.076, -3.180, -0.409)  0.0548
H (-1.707, 1.678, -1.019)  0.1240
C (0.529, 1.692, 1.305)  -0.0918
C (0.268, -2.223, 0.001)  -0.1098
H (-0.503, -1.047, -1.891)  0.1460
H (-0.252, 1.807, 2.227)  0.1125
H (-2.167, 0.015, -0.268)  0.0601

=====

6.
Density functional theory data (the ωB97M-V functional and the def2-TZVPD basis) for an isolated molecule of C6H14 in a non-equilibrium geometry.

Summary:
Molar mass in g/mol: 86.18
Lowest unoccupied orbital energy in eV: 0.9
HOMO energy in eV: -9.494
Frontier orbital gap in eV: 10.42
SMILES: CCC(C)(C)C
Relative energy (zero: lowest compared OMol25 entry of this formula, charge and spin) in eV: 1.217
Charge: 0

Last column: Löwdin charge in e.
Element x y z (Å)
C (1.496, 0.939, -0.142)  -0.0899
H (-2.448, -0.114, 0.482)  0.0641
H (-2.897, 0.973, -0.979)  0.1411
H (-0.635, -1.047, 1.737)  0.0793
H (2.422, 0.698, 0.398)  0.0812
H (1.149, 1.911, 0.226)  0.0806
C (-1.999, 0.679, -0.115)  -0.1733
C (-0.931, 0.249, -1.007)  -0.1934
H (-0.599, 1.050, -1.670)  0.0950
C (0.433, -0.144, 0.057)  -0.5389
H (1.225, -1.417, -1.535)  0.0803
H (1.864, -1.798, 0.064)  0.0794
C (0.960, -1.481, -0.475)  -0.0981
C (0.132, -0.288, 1.550)  -0.0900
H (1.029, -0.595, 2.106)  0.0859
H (-0.188, 0.657, 2.000)  0.0766
H (-1.195, -0.642, -1.578)  0.0945
H (-1.802, 1.597, 0.436)  0.0678
H (0.217, -2.277, -0.358)  0.0798
H (1.767, 1.051, -1.197)  0.0780